Here is a molecular structure, C30H26Br2N2O5S2SiTeW at a distorted geometry from OMol25. Energies are from ωB97M-V/def2-TZVPD.

```
70
Properties=species:S:1:pos:R:3:nbo_charge:R:1
W -0.270 0.296 -0.341 1.14
O -4.752 -0.698 3.086 -0.64
C -3.525 -0.376 2.641 0.37
C -2.422 -0.257 3.493 -0.33
C -1.195 0.045 2.945 0.12
N -1.057 0.209 1.638 -0.50
C -2.096 0.125 0.779 0.07
Br -1.562 -1.044 -2.232 -0.33
C -3.355 -0.167 1.273 -0.32
H -4.747 -0.839 4.039 0.49
H -2.527 -0.392 4.561 0.22
H -0.303 0.167 3.550 0.22
H -4.209 -0.242 0.613 0.24
Br 3.107 -2.698 -2.651 0.10
C 1.717 -3.818 -2.026 0.09
C 1.637 -5.101 -2.535 -0.28
C 0.662 -5.971 -2.076 -0.16
C -0.209 -5.580 -1.066 -0.23
C -0.128 -4.311 -0.546 -0.12
C 0.809 -3.388 -1.042 -0.26
C 0.650 -2.012 -0.626 0.81
O -0.161 -1.683 0.317 -0.66
O 1.145 -1.016 -1.257 -0.65
H 2.331 -5.404 -3.305 0.23
H 0.588 -6.960 -2.502 0.22
H -0.966 -6.261 -0.706 0.22
H -0.807 -3.973 0.223 0.24
O -1.156 2.913 2.598 -0.93
S -0.217 3.263 1.567 2.31
O 1.172 3.173 1.897 -0.89
N -0.582 2.353 0.185 -0.86
C -1.420 3.108 -0.588 0.12
S -2.307 2.284 -1.762 -0.06
C -1.418 4.515 -0.307 -0.05
C -1.952 5.558 -1.066 -0.17
C -1.690 6.856 -0.672 -0.20
C -0.932 7.132 0.465 -0.18
C -0.433 6.098 1.252 -0.17
C -0.676 4.813 0.840 -0.31
H -2.538 5.332 -1.945 0.24
H -2.077 7.674 -1.265 0.22
H -0.729 8.157 0.736 0.22
H 0.138 6.289 2.150 0.24
Te 0.514 1.493 -2.740 0.77
C 2.582 1.064 -3.200 -0.29
C 2.959 1.137 -4.541 -0.25
C 4.295 1.039 -4.888 -0.16
C 5.257 0.853 -3.906 -0.22
C 4.879 0.750 -2.575 -0.20
C 3.545 0.853 -2.217 -0.23
H 2.195 1.265 -5.297 0.22
H 4.584 1.104 -5.927 0.21
H 6.300 0.772 -4.177 0.21
H 5.625 0.586 -1.811 0.22
H 3.252 0.744 -1.179 0.25
C 4.908 -1.041 1.807 -1.09
Si 3.310 -0.605 2.734 1.58
C 3.657 0.652 4.106 -1.09
C 2.519 -2.155 3.501 -1.09
C 2.163 0.081 1.462 -0.53
C 1.581 0.686 0.573 -0.30
H 5.642 -1.506 2.464 0.23
H 5.358 -0.141 1.389 0.24
H 4.718 -1.721 0.977 0.24
H 4.510 0.340 4.707 0.23
H 2.804 0.768 4.771 0.24
H 3.879 1.632 3.689 0.25
H 3.211 -2.656 4.178 0.23
H 2.220 -2.874 2.739 0.24
H 1.626 -1.897 4.071 0.23
```

E_LUMO (alpha / beta)   -0.81 / -2.02 eV
Multiplicity   3
Energy relative to the best compared isomer or geometry (same formula, charge and spin)   168.7 kJ/mol
Expectation value of S²   2.016
Total charge   0


Here is a molecular structure, C4H8ClF at a distorted geometry from OMol25. Energies are from ωB97M-V/def2-TZVPD.

```
14
Properties=species:S:1:pos:R:3:nbo_charge:R:1
C 0.288 1.494 -0.326 -0.64
C 0.277 0.136 0.286 -0.29
C -1.141 -0.600 0.673 -0.50
C 0.757 -0.843 -0.607 0.00
H -0.755 1.726 -0.992 0.25
H 1.294 1.495 -1.152 0.22
H 0.526 2.094 0.902 0.24
H 0.843 0.200 1.396 0.21
H -0.602 -1.534 0.984 0.26
H -1.636 -0.065 1.578 0.21
H 1.834 -0.582 -0.585 0.19
H 0.083 -0.867 -1.609 0.20
F 0.584 -2.158 -0.151 -0.38
Cl -2.351 -0.497 -0.396 0.04
```

E_LUMO   0.79 eV
Energy relative to the best compared isomer or geometry (same formula, charge and spin)   472.9 kJ/mol
Total charge   0


Here is a molecular structure, C24H54N12V at a distorted geometry from OMol25. Energies are from ωB97M-V/def2-TZVPD.

```
91
Properties=species:S:1:pos:R:3:mulliken_charge:R:1
V 0.071 -0.168 0.637 -0.20
C -1.513 4.452 0.825 -1.17
N -2.408 3.382 0.416 0.35
C -3.770 3.799 0.110 -1.18
C -1.997 2.106 0.144 -0.87
N -1.190 1.433 0.931 1.17
C -1.089 1.892 2.324 -0.96
C 0.106 1.235 2.993 -1.03
N 0.157 -0.203 2.688 1.03
C -0.984 -0.955 3.270 -1.47
C -1.998 -1.309 2.172 -0.83
N -1.218 -1.692 0.998 0.63
C -1.293 -2.897 0.490 0.13
N -2.373 -3.710 0.599 0.31
C -3.740 -3.216 0.615 -1.04
C -2.261 -5.164 0.597 -1.18
N -0.223 -3.405 -0.204 0.18
C 1.127 -2.970 0.110 -0.93
C -0.415 -3.969 -1.534 -1.08
C 1.431 -0.797 3.125 -1.29
C 2.661 -0.152 2.488 -1.10
N 2.393 0.333 1.133 0.94
C 3.392 0.800 0.441 -0.32
N 3.172 1.716 -0.565 0.16
C 3.753 1.461 -1.873 -0.93
C 1.971 2.533 -0.550 -1.15
N 4.704 0.508 0.677 0.21
C 5.154 -0.826 1.041 -1.25
C 5.776 1.460 0.410 -1.19
N -2.499 1.544 -1.000 0.87
C -3.193 0.264 -0.968 -1.19
C -2.719 2.363 -2.183 -1.33
H -1.747 5.343 0.240 0.41
H -0.477 4.177 0.627 0.28
H -1.624 4.716 1.880 0.34
H -4.199 4.280 0.991 0.42
H -4.389 2.939 -0.135 0.30
H -3.810 4.514 -0.716 0.40
H -2.015 1.645 2.856 0.35
H -0.951 2.967 2.415 0.41
H 0.070 1.423 4.072 0.35
H 1.009 1.686 2.583 0.10
H -1.455 -0.396 4.083 0.33
H -0.612 -1.889 3.689 0.46
H -2.616 -0.444 1.925 0.00
H -2.643 -2.105 2.541 0.88
H -3.764 -2.148 0.414 0.26
H -4.233 -3.416 1.569 0.36
H -4.309 -3.727 -0.164 0.35
H -1.220 -5.467 0.648 0.35
H -2.721 -5.597 -0.294 0.39
H -2.783 -5.562 1.470 0.39
H 1.320 -3.113 1.172 0.26
H 1.334 -1.924 -0.163 0.38
H 1.821 -3.599 -0.442 0.46
H -1.466 -4.194 -1.700 0.41
H 0.161 -4.888 -1.649 0.30
H -0.088 -3.253 -2.296 0.29
H 1.395 -1.850 2.850 0.52
H 1.539 -0.747 4.215 0.41
H 3.452 -0.900 2.539 0.19
H 2.998 0.689 3.104 0.49
H 4.697 0.932 -1.777 0.36
H 3.941 2.403 -2.389 0.35
H 3.085 0.843 -2.484 0.11
H 1.844 2.964 0.443 0.33
H 1.064 1.983 -0.815 0.22
H 2.113 3.348 -1.260 0.47
H 4.412 -1.569 0.748 0.36
H 5.368 -0.924 2.108 0.34
H 6.075 -1.038 0.498 0.40
H 5.369 2.441 0.189 0.35
H 6.407 1.137 -0.421 0.41
H 6.409 1.540 1.296 0.40
H -4.051 0.298 -0.288 0.31
H -2.533 -0.545 -0.666 0.02
H -3.574 0.055 -1.966 0.60
H -2.309 3.359 -2.043 0.42
H -3.779 2.452 -2.433 0.44
H -2.199 1.913 -3.034 0.24
C -1.056 -0.910 -4.446 -0.82
N -0.140 -0.020 -3.724 0.21
C 0.764 0.839 -4.497 -1.06
C -0.009 -0.129 -2.430 0.24
N 0.065 -0.183 -1.268 0.21
H -1.053 -0.625 -5.494 0.31
H -2.073 -0.811 -4.066 0.29
H -0.752 -1.954 -4.372 0.29
H 0.216 1.254 -5.340 0.37
H 1.623 0.278 -4.871 0.35
H 1.116 1.661 -3.879 0.36
```

E_LUMO (alpha / beta)   -3.98 / -4.01 eV
Multiplicity   4
Expectation value of S²   3.765
Total charge   +2


Here is 2 unconnected molecules or ions with the total composition C19H23F2Si at a distorted geometry from OMol25. Energies are from ωB97M-V/def2-TZVPD.

```
45
Properties=species:S:1:pos:R:3:nbo_charge:R:1
C -3.979 -2.515 2.196 -0.60
C -2.881 -3.515 1.757 -0.95
Si -1.152 -3.400 2.410 1.93
C -0.957 -2.995 4.227 -1.19
C 0.256 -4.199 1.475 -1.19
H -0.087 0.487 -0.549 0.22
H -4.974 -2.884 1.912 0.25
H -3.989 -2.395 3.287 0.22
H -3.810 -1.541 1.717 0.23
H -3.053 -4.499 2.224 0.27
H -2.882 -3.672 0.665 0.28
H -1.106 -3.977 4.726 0.29
H 0.038 -2.567 4.473 0.29
H -1.728 -2.275 4.560 0.29
H 0.262 -5.233 1.851 0.29
H 0.102 -4.230 0.384 0.29
H 1.254 -3.771 1.666 0.30
F -1.826 2.135 -5.024 -0.33
C -2.258 1.770 -3.771 0.42
C -3.581 1.421 -3.539 -0.29
C -3.959 1.098 -2.216 -0.18
C -3.016 1.160 -1.161 -0.26
C -1.653 1.448 -1.459 0.01
C -0.450 1.496 -0.517 -0.47
C 0.896 2.165 -0.818 -0.16
C 1.982 1.837 -0.051 -0.20
C 3.403 1.950 -0.316 -0.06
C 3.776 2.244 -1.652 -0.26
C 5.079 2.638 -1.916 0.41
F 5.346 3.045 -3.208 -0.33
C 6.087 2.668 -0.947 -0.28
C 5.770 2.228 0.357 -0.19
C 4.447 1.886 0.688 -0.22
C -1.308 1.767 -2.768 -0.29
H -4.288 1.415 -4.367 0.24
H -5.024 0.846 -2.075 0.23
H -3.406 1.053 -0.137 0.21
H -0.765 1.624 0.532 0.22
H 0.997 2.797 -1.702 0.21
H 1.759 1.518 0.962 0.19
H 3.024 2.198 -2.445 0.23
H 7.084 3.009 -1.234 0.24
H 6.602 2.143 1.073 0.23
H 4.268 1.537 1.714 0.22
H -0.297 2.084 -2.986 0.23
```

E_LUMO   -5.37 eV
Energy relative to the best compared isomer or geometry (same formula, charge and spin)   139.2 kJ/mol
Total charge   +1


Here is a molecular structure, C27H59N10O10 at a distorted geometry from OMol25. Energies are from ωB97M-V/def2-TZVPD.

```
106
Properties=species:S:1:pos:R:3:mulliken_charge:R:1
C 1.822 -0.166 0.862 -0.61
C 1.927 1.188 0.149 0.58
O 2.808 1.318 -0.648 -0.84
O 0.975 2.091 0.443 -0.33
C 0.560 2.914 -0.667 -0.54
C -0.222 2.126 -1.736 -0.98
C -0.812 0.796 -1.222 0.32
C -1.062 -0.132 -2.418 -0.88
N 0.235 -0.772 -2.722 -0.46
C 0.629 -1.870 -3.357 -0.25
N 1.955 -2.007 -3.332 -0.67
C 2.429 -0.922 -2.656 0.89
N 3.665 -0.552 -2.337 0.08
C 4.774 -1.424 -2.727 -0.83
O 4.915 -2.466 -1.785 -0.32
O 5.976 -2.090 -0.945 -0.39
N 1.375 -0.215 -2.329 0.53
H 1.666 0.044 1.933 0.32
H 2.686 -0.803 0.657 0.22
H 0.928 -0.715 0.531 0.25
H -0.077 3.701 -0.246 0.50
H 1.383 3.441 -1.170 0.25
H 0.369 1.908 -2.641 0.46
H -1.059 2.756 -2.075 0.49
H -1.774 0.976 -0.712 0.35
H -0.174 0.301 -0.487 -0.25
H -1.754 -0.906 -2.058 0.50
H -1.491 0.381 -3.287 0.22
H -0.062 -2.563 -3.818 0.46
H 3.803 0.316 -1.823 0.33
H 4.568 -1.821 -3.726 0.59
H 5.697 -0.835 -2.711 0.19
H 5.689 -1.290 -0.466 0.30
H 1.528 0.658 -1.835 0.37
C -4.996 -0.831 1.236 -0.89
C -4.463 0.455 0.667 0.63
O -3.444 0.494 -0.028 -0.61
N -5.144 1.585 0.943 -0.13
C -6.355 1.731 1.739 -0.85
H -4.354 -1.654 0.935 0.22
H -5.010 -0.780 2.326 0.42
H -6.004 -1.020 0.857 0.05
H -4.740 2.414 0.534 0.22
H -7.135 2.165 1.113 0.27
H -6.144 2.404 2.571 0.30
H -6.700 0.780 2.126 0.34
C -7.084 -4.566 0.584 -1.53
C -7.835 -3.290 0.291 0.99
O -7.281 -2.301 -0.177 -0.71
N -9.160 -3.267 0.565 -0.11
C -9.980 -4.331 1.117 -0.94
H -6.039 -4.437 0.316 0.29
H -7.145 -4.803 1.647 0.39
H -7.495 -5.388 -0.003 0.42
H -9.604 -2.386 0.349 0.16
H -10.776 -4.568 0.409 0.30
H -10.425 -3.987 2.051 0.30
H -9.398 -5.226 1.309 0.36
C 5.823 1.537 -0.094 -1.70
C 6.381 0.686 -1.210 0.94
O 5.996 -0.475 -1.400 -0.28
N 7.322 1.232 -2.006 -0.16
C 7.891 2.567 -1.935 -0.85
H 5.083 0.957 0.448 0.19
H 6.615 1.827 0.598 0.50
H 5.339 2.424 -0.502 0.44
H 7.652 0.611 -2.731 0.23
H 7.700 3.083 -2.875 0.33
H 8.968 2.484 -1.786 0.24
H 7.462 3.141 -1.120 0.34
C 1.136 1.557 6.180 -1.42
C 1.929 1.071 4.993 0.83
O 1.400 0.496 4.050 -0.65
N 3.267 1.295 5.002 -0.10
C 4.058 1.955 6.027 -0.88
H 0.088 1.312 6.035 0.30
H 1.485 1.071 7.091 0.39
H 1.229 2.640 6.277 0.38
H 3.742 0.947 4.184 0.16
H 4.557 2.819 5.587 0.29
H 4.811 1.258 6.397 0.31
H 3.442 2.285 6.856 0.34
C 11.787 -1.080 -0.440 -1.39
C 10.805 -0.007 -0.845 0.95
O 11.166 1.078 -1.274 -0.65
N 9.480 -0.289 -0.716 0.04
C 8.858 -1.508 -0.231 -0.85
H 12.798 -0.717 -0.596 0.33
H 11.663 -1.324 0.616 0.35
H 11.640 -1.974 -1.047 0.36
H 8.877 0.468 -1.003 0.03
H 8.224 -1.907 -1.018 0.29
H 8.244 -1.261 0.638 0.18
H 9.593 -2.255 0.052 0.44
C -11.389 1.729 -1.160 -1.42
C -10.184 0.999 -0.619 0.94
O -9.847 1.081 0.554 -0.64
N -9.472 0.234 -1.488 -0.06
C -9.722 0.019 -2.901 -0.94
H -11.855 2.295 -0.359 0.32
H -11.088 2.423 -1.947 0.37
H -12.117 1.017 -1.552 0.37
H -8.678 -0.231 -1.065 0.14
H -9.876 -1.047 -3.076 0.29
H -8.851 0.350 -3.469 0.30
H -10.596 0.564 -3.241 0.37
```

E_LUMO   -1.75 eV
Total charge   +1